Molecular formula: C38H54ClF6NO8P3S2SiTi
Method: DFT, the ωB97M-V functional and the def2-TZVPD basis

Summary:
- Frontier orbital gap (alpha / beta): 6.3644 / 4.4852 eV
- Electronic energy: -167509.530 eV
- Multiplicity: 3
- Charge: -1
- Relative energy (zero: lowest compared OMol25 entry of this formula, charge and spin): 34.77 kcal/mol

Structure (XYZ):
```
115
Properties=species:S:1:pos:R:3:forces:R:3:lowdin_charge:R:1
Ti 13.7045 14.1781 12.2875 -0.328 0.546 0.474 0.734
C 16.7393 10.1047 15.3368 -1.304 -0.404 0.138 -0.075
C 15.9148 11.3695 14.7257 1.153 -1.034 1.866 -0.395
C 14.6425 11.5001 15.5756 1.149 0.176 -0.093 -0.090
P 15.6559 11.3267 12.9431 1.010 -1.422 -0.685 0.833
C 17.2386 10.8301 12.1191 -0.571 0.004 1.370 -0.437
C 18.3364 11.8859 12.2883 -0.578 -1.062 1.243 -0.087
C 17.0065 10.7265 10.6324 -0.333 -0.774 -0.507 -0.105
C 14.4403 10.0045 12.5728 1.089 0.166 -0.796 -0.254
C 14.6145 8.7011 13.0367 -0.317 0.009 0.354 -0.071
C 13.6587 7.7178 12.7703 -0.095 0.270 0.685 -0.077
C 12.5483 7.9879 11.9816 1.046 0.010 0.230 -0.057
C 12.5564 9.2397 11.3629 -1.846 -0.474 -1.727 -0.116
C 13.4769 10.2499 11.5855 -0.358 0.540 0.930 -0.242
Si 12.9864 11.9315 10.7872 -0.500 -0.863 -0.252 0.841
C 11.0657 11.8269 10.8098 -0.970 0.523 -0.082 -0.267
C 10.3357 11.2791 9.7405 1.016 0.191 -1.145 -0.084
C 8.9356 11.3402 9.6240 1.060 -0.476 0.130 -0.040
C 8.2004 12.0231 10.5694 -0.745 -0.180 0.549 -0.032
C 8.8577 12.5087 11.7047 0.247 -0.065 -0.644 -0.073
C 10.2510 12.3865 11.8364 0.421 0.393 -0.359 -0.271
P 10.9787 12.8047 13.4157 -1.098 -1.655 1.341 0.837
C 10.4068 14.2978 14.1703 1.552 1.112 0.850 -0.472
C 9.0483 14.8483 13.9800 -1.493 1.449 0.124 -0.136
C 10.7696 14.3165 15.7003 -0.643 0.301 0.675 -0.070
C 10.3279 11.4743 14.5531 1.871 -0.448 -0.230 -0.438
C 8.8475 11.4955 14.8011 0.330 0.210 -0.234 -0.094
C 10.6264 10.0851 13.9957 -1.979 0.421 0.511 -0.096
C 13.8363 11.9657 9.0673 0.274 -0.108 -0.576 -0.250
C 14.0278 10.7989 8.2608 0.690 1.399 1.021 -0.055
C 15.0697 10.7398 7.3043 -1.906 0.396 1.038 -0.065
C 15.7864 11.8747 7.0080 -0.299 0.612 1.644 -0.063
C 15.5252 13.0403 7.7369 -0.804 -0.480 -0.590 -0.088
C 14.5522 13.1558 8.7315 0.635 -2.462 -0.931 -0.396
P 14.2366 14.6303 9.6359 -1.232 0.746 1.598 1.028
C 15.7267 15.6257 9.4538 3.004 0.032 -0.043 -0.501
C 16.7997 15.3214 10.5760 -0.829 -0.889 0.298 -0.090
C 15.6376 17.1304 9.2723 -0.382 0.382 -0.714 -0.089
C 12.9249 15.5146 8.6696 -0.347 -0.609 0.742 -0.497
C 11.5904 14.7115 8.7010 1.094 -0.396 0.368 -0.076
C 13.2598 15.5806 7.2258 2.098 -0.562 -0.543 -0.125
H 16.8009 9.9521 16.4413 -0.656 1.263 -0.429 0.084
H 17.7692 10.0338 15.0966 1.008 0.212 -0.936 0.044
H 16.2701 9.1347 15.0883 0.222 0.616 -0.263 0.045
H 16.5147 12.2880 14.8731 -0.182 -0.339 -0.079 0.084
H 14.0143 10.6402 15.4933 -0.365 -0.805 0.052 0.067
H 14.0813 12.3389 15.2465 -0.520 0.885 0.014 0.024
H 15.0122 11.6231 16.6005 -0.492 0.043 -0.100 0.091
H 17.5294 9.8829 12.6830 -0.124 0.813 -1.193 0.130
H 18.0833 12.8476 11.9168 -0.221 0.581 -1.112 0.047
H 19.2130 11.4152 11.8690 0.571 0.493 -0.099 0.083
H 18.4438 12.1333 13.3239 0.661 -0.203 0.899 0.058
H 16.7175 11.6941 10.1826 0.357 -0.351 0.319 0.080
H 16.2220 10.0245 10.3689 -0.228 -0.204 -0.039 0.069
H 17.9227 10.3358 10.1879 0.041 0.247 -0.289 0.086
H 15.4475 8.4474 13.6864 -0.276 0.044 -0.223 0.080
H 13.7223 6.8031 13.3419 0.113 -0.303 -0.252 0.101
H 11.7816 7.2052 11.9004 0.185 0.733 -0.369 0.121
H 11.7512 9.4650 10.6215 0.591 -0.427 0.849 0.103
H 10.9231 10.8552 8.8714 -0.856 0.281 0.996 0.126
H 8.4768 10.7660 8.8348 -0.150 0.328 -0.248 0.048
H 7.0904 12.0830 10.4669 1.101 0.009 0.044 0.126
H 8.2831 13.0248 12.4561 -0.012 -0.184 0.127 0.082
H 11.0748 15.0421 13.6708 -0.270 -0.338 0.414 0.082
H 8.9650 15.9070 14.2969 0.670 -0.390 -0.252 0.098
H 8.2896 14.4022 14.5806 -0.527 -0.833 0.624 0.060
H 8.6563 14.8427 12.9861 0.157 0.056 -0.791 0.066
H 10.1700 13.5897 16.3654 1.082 0.675 -1.276 0.096
H 10.3772 15.3045 16.0561 0.733 -0.592 -0.254 0.089
H 11.8759 14.2610 15.8802 -1.084 -0.103 -0.059 0.087
H 10.9578 11.5934 15.4794 -0.724 0.119 -0.680 0.127
H 8.3972 11.0313 13.9196 -0.411 -0.064 0.417 0.084
H 8.4906 12.4985 14.8716 -0.574 0.492 0.375 0.039
H 8.6816 10.9456 15.7213 -0.513 -0.142 -0.014 0.092
H 9.9676 9.8585 13.1762 0.238 0.445 -1.307 0.081
H 10.1953 9.3285 14.6274 0.462 -0.402 1.206 0.082
H 11.6290 9.9325 13.7971 1.966 -0.600 -0.500 0.035
H 13.4353 9.9266 8.5196 0.228 -0.117 -0.225 0.099
H 15.1795 9.7952 6.8553 0.533 -0.880 -0.842 0.089
H 16.6317 11.9351 6.3728 0.459 -0.397 -0.861 0.095
H 16.0576 13.8912 7.4056 0.556 0.776 -0.085 0.083
H 16.1702 15.2423 8.5364 0.135 0.010 -0.002 0.071
H 16.5450 15.7686 11.5368 -0.604 -0.160 0.034 0.041
H 17.7608 15.7633 10.4144 0.595 0.384 -0.909 0.066
H 17.0025 14.2398 10.7549 -0.501 0.627 -0.213 0.058
H 14.8375 17.4673 9.8712 -0.958 0.914 0.812 0.049
H 15.4553 17.4972 8.2509 -0.236 -0.568 0.135 0.079
H 16.5235 17.6844 9.5592 0.368 -0.338 0.405 0.080
H 12.8716 16.5217 9.1253 -0.340 -0.512 -0.064 0.094
H 11.8415 13.6243 8.4749 -0.640 1.294 -0.022 0.080
H 10.9261 15.1524 7.9429 0.028 -0.445 0.363 0.090
H 11.1507 14.7550 9.6903 -0.327 -0.017 0.142 0.062
H 13.4052 14.5870 6.7936 -0.194 -0.061 0.034 0.086
H 14.1563 16.1363 6.9646 0.212 0.230 0.151 0.072
H 12.4611 16.0277 6.7365 -1.481 0.900 -1.146 0.059
O 14.4499 14.4032 14.1577 1.325 1.158 -0.267 -0.715
Cl 15.8887 15.2722 14.1273 -1.001 -1.342 0.237 0.943
O 17.0651 14.2772 14.2454 -0.279 0.505 -0.075 -0.669
O 12.5086 12.7530 13.4674 0.158 0.430 -1.069 -0.425
O 15.2934 12.5909 12.2207 -1.304 1.135 -0.221 -0.434
F 6.7647 11.0558 5.4502 0.323 0.865 -0.922 0.113
C 6.3100 9.8526 5.6893 -0.746 -1.290 2.634 -0.707
F 4.9311 9.8906 5.6620 0.641 0.085 -0.674 0.020
F 6.7202 8.9757 4.7515 -0.109 0.469 -0.119 0.073
S 6.7055 9.2978 7.5702 -0.716 -1.605 -1.159 0.713
O 6.2697 10.5083 8.2775 0.201 0.865 0.227 -0.532
O 8.1687 9.0597 7.5284 0.291 0.526 -0.004 -0.556
N 12.9262 15.9101 11.9118 1.646 -2.485 0.085 -0.377
S 12.0508 17.0951 12.0458 -1.198 2.950 -0.332 0.477
O 11.9851 18.0204 10.8863 -0.197 -1.475 1.181 -0.359
O 10.7947 16.7986 12.7395 0.351 0.727 -0.532 -0.353
C 12.9443 18.2739 13.2275 1.706 -1.342 -0.515 -0.621
F 13.4600 17.6508 14.3051 -0.740 -0.301 0.562 0.076
F 12.2153 19.2946 13.6570 0.375 0.142 -0.432 0.136
F 14.1156 18.6592 12.5892 -1.317 0.758 0.083 0.046
```
Forces are in eV/Å.